1.
The following is a DFT calculation (wB97M-V/def2-TZVPD) of a cluster of 6 separate species, C4H21NO6 in total in a non-equilibrium geometry.

The geometry in XYZ format:
```
32
Properties=species:S:1:pos:R:3:forces:R:3
C 0.76518 -1.53635 1.87452 0.6 -2.4 -1.4
C 0.32608 -0.22169 2.27662 2.1 -0.2 1.3
C -1.05614 0.05312 1.82086 -0.7 2.4 -0.4
O -1.11929 -0.09595 0.37883 -0.7 0.9 0.8
C -2.25456 0.65823 -0.13624 0.3 -0.2 0.3
N 0.52431 -0.12971 3.71384 -1.4 0.1 1.9
H 0.91812 -1.50929 0.79563 0.1 -0.7 -0.1
H 0.03468 -2.30621 2.12307 -0.1 -0.1 -0.2
H 1.68654 -1.83240 2.37607 0.2 0.2 -0.3
H 1.07428 0.44268 1.84428 -0.5 0.8 -0.3
H -1.24354 1.09470 2.08178 0.1 0.5 -0.3
H -1.89781 -0.37767 2.36319 0.2 -1.2 -0.1
H -2.28127 0.68688 -1.22555 0.1 -0.8 0.1
H -2.22574 1.71910 0.11237 0.4 0.0 0.6
H -3.14016 0.22350 0.32724 -0.3 0.0 -0.4
H 1.37758 -0.50930 4.09847 1.7 1.1 -1.1
H 0.11010 -0.96083 4.11103 -2.0 -0.1 0.1
O -1.08645 -2.83528 -0.21648 0.1 -0.7 0.1
H -1.10876 -1.94356 0.13073 -0.1 0.5 -0.1
H -1.99771 -3.03070 -0.43477 -0.2 -0.1 -0.2
O -1.37716 -0.65156 -3.26390 -1.0 -0.2 -0.4
H -0.84201 -0.56417 -4.05271 0.1 0.0 -0.1
H -0.91765 -0.13296 -2.60349 0.5 -0.1 0.1
O 3.18257 1.57413 -1.94720 -0.2 -0.1 -0.1
H 3.30640 2.10843 -1.16270 0.0 0.2 0.3
H 3.95814 1.01417 -1.98106 0.3 -0.2 -0.1
O 0.63879 3.09202 -3.12557 -0.2 0.4 -0.2
H 1.59018 3.12748 -3.02636 0.2 -0.1 0.0
H 0.39264 2.23616 -2.77466 -0.1 -0.4 0.2
O 0.59825 0.24861 -1.75089 0.3 0.3 0.0
H 0.52842 -0.02000 -0.83481 -0.5 -0.1 0.4
H 1.53603 0.37840 -1.89211 0.5 0.3 -0.2
```
Forces are in eV/Å.

Output
E_HOMO ... -9.83 eV
Molecular weight ... 179.21 Da
Structure (SMILES) ... COC[C@H](C)N.O.O.O.O.O

Löwdin atomic charge list, values in e, 5 entries:
1 C -0.092
2 C -0.482
3 C -0.176
4 O -0.249
5 C -0.041

2.
The following is a DFT calculation (wB97M-V/def2-TZVPD) of a cluster of 7 separate species, C4H21NO9 in total in a non-equilibrium geometry.

The geometry in XYZ format:
```
35
Properties=species:S:1:pos:R:3:forces:R:3
O 2.34743 1.70684 -0.63270 0.0 0.5 0.5
C 2.10750 0.65457 -0.12275 -1.3 -1.9 -1.8
C 1.04848 -0.36875 -0.70864 -0.8 0.5 1.6
C 1.78997 -1.19528 -1.75386 0.2 -0.5 -0.3
O 2.11689 -2.48122 -1.24299 0.5 -0.9 0.2
N -0.14105 0.22780 -1.28907 0.8 -0.8 0.2
C -1.34702 0.02649 -0.56588 -0.8 1.8 0.7
O -1.57272 1.03168 0.43657 -0.2 0.6 -0.1
H 2.70228 0.10582 0.60773 0.7 0.5 0.7
H 0.72782 -1.00687 0.18982 0.5 0.5 -1.4
H 1.22459 -1.23808 -2.72011 0.2 -0.1 1.0
H 2.72129 -0.72179 -1.95073 0.8 0.7 -0.6
H 3.06420 -2.69234 -1.37674 -1.0 0.3 0.0
H 0.03712 1.19273 -1.52421 -0.3 0.2 -0.2
H -2.18598 0.32269 -1.23411 0.3 -1.2 0.3
H -1.39231 -0.94798 -0.03451 -0.1 0.3 -1.0
H -1.06854 0.87732 1.23726 0.1 -0.5 0.0
H -0.53123 3.38630 -1.77952 -0.7 0.1 -0.9
H -1.86468 3.42174 -2.62610 0.0 0.2 0.3
O -0.90834 3.36164 -2.68855 0.7 -0.1 0.7
H -0.88020 -0.99918 2.94824 -0.7 0.2 -0.3
H -1.92095 -1.87545 2.26867 -0.2 -0.1 -0.1
O -1.77528 -0.96464 2.53838 0.9 -0.2 0.4
H 0.45721 -3.75310 0.03991 0.1 0.1 -0.2
H 0.64601 -3.51935 1.51615 0.0 0.0 0.1
O -0.00312 -3.83578 0.88163 0.0 0.1 0.1
H -0.51956 2.46544 2.41134 -0.1 0.6 -0.1
H 0.78112 3.27594 2.01718 -0.4 0.2 -0.1
O 0.42292 2.41789 2.24819 0.6 -0.7 0.2
H 1.36564 -0.19307 4.30732 0.3 0.1 -0.4
H 0.07083 -0.58513 4.94369 0.2 -0.1 -1.2
O 0.50369 -0.53425 4.05417 -0.4 -0.1 1.8
H -2.45820 1.33677 -2.89470 0.1 -0.3 0.2
H -2.98593 0.10892 -3.72268 0.3 0.6 0.3
O -2.57990 0.99165 -3.77838 -0.4 -0.4 -0.7
```
Forces are in eV/Å.

Output
E_HOMO ... -8.86 eV
Molecular weight ... 227.21 Da
Structure (SMILES) ... O=C[C@H](CO)NCO.O.O.O.O.O.O

Löwdin atomic charge list, values in e, 5 entries:
1 O 0.077
2 C -0.203
3 C -0.270
4 C -0.201
5 O -0.079

3.
The following is a DFT calculation (wB97M-V/def2-TZVPD) of a cluster of 12 separate species, C4H22BO19 in total.

The geometry in XYZ format:
```
46
Properties=species:S:1:pos:R:3:forces:R:3
O 1.49358 -2.56741 2.84653 -0.1 0.1 -0.1
C 1.02167 -1.78542 2.07267 0.4 -0.1 0.2
O 0.97913 -1.90506 0.75653 -0.2 0.1 0.0
B 0.28657 -0.72787 0.18952 0.2 0.1 -0.4
O 0.13687 0.20875 1.30779 -0.3 -0.2 0.2
C 0.45704 -0.39013 2.43524 0.3 0.1 -0.3
O 0.40847 0.09138 3.53208 -0.1 0.1 0.1
O -1.00936 -1.11028 -0.39713 -0.2 -0.2 0.1
C -1.05496 -0.77379 -1.66621 0.1 0.2 0.1
O -1.99273 -0.88398 -2.40690 0.0 -0.1 -0.1
C 0.31077 -0.14983 -2.02006 0.2 -0.2 -0.3
O 1.03278 -0.10707 -0.91883 0.0 0.0 0.3
O 0.64755 0.21450 -3.10887 -0.1 0.1 0.0
O -1.10458 3.25667 1.35389 -0.1 0.0 0.0
H -1.63363 2.56548 0.93144 -0.1 -0.2 0.0
H -1.42251 3.28764 2.26215 0.1 0.0 0.0
O 1.92347 -5.05542 4.25099 0.0 0.0 0.2
H 2.76058 -5.08542 3.78140 0.0 0.0 -0.1
H 1.64701 -4.13262 4.16860 0.0 -0.1 -0.1
O 0.29540 3.18631 4.18034 -0.1 0.1 0.0
H 0.29478 2.33867 3.71911 0.0 -0.1 0.0
H 0.87432 3.04601 4.93408 0.0 0.0 0.0
O 0.12016 3.27203 -4.32366 -0.1 0.0 0.0
H 0.71910 2.71447 -3.81423 0.0 -0.1 -0.1
H 0.54338 4.13434 -4.34249 0.0 0.0 0.0
O -2.96437 0.82608 0.59815 0.0 0.4 -0.1
H -2.68055 -0.03803 0.90943 0.1 0.0 0.0
H -3.42608 0.61735 -0.22647 0.0 -0.2 0.2
O -2.49026 -0.92335 -5.28748 0.0 -0.1 -0.1
H -3.20011 -0.32808 -5.03492 0.0 0.1 0.0
H -1.86927 -0.86721 -4.54822 -0.1 0.0 0.0
O 1.62394 2.91690 0.50722 0.0 0.0 0.1
H 1.57360 2.10216 -0.00223 0.0 0.0 0.0
H 0.75100 2.99422 0.93401 0.1 0.0 -0.1
O 1.42988 -0.46780 6.25235 0.1 0.2 0.1
H 1.25794 -0.12055 5.36577 -0.1 -0.2 -0.1
H 2.33993 -0.22536 6.44216 0.0 0.0 0.0
O 2.37038 0.75638 -5.38385 0.0 -0.1 -0.1
H 3.04405 0.07437 -5.44386 0.0 0.0 0.0
H 1.68540 0.37121 -4.81794 0.1 0.2 0.0
O -4.62088 -0.92507 -1.09367 -0.1 0.1 -0.1
H -5.28473 -0.28478 -1.36832 -0.1 -0.1 -0.1
H -4.12541 -1.14682 -1.89395 0.2 0.0 0.1
O 1.97538 -2.93526 -2.11072 -0.1 -0.1 0.0
H 2.89704 -3.01303 -2.37113 0.0 0.1 0.0
H 1.97825 -3.02530 -1.15031 0.0 0.1 0.0
```
Forces are in eV/Å.

Output
E_HOMO ... -8.15 eV
Total charge ... -1
Molecular weight ... 385.01 Da

Löwdin atomic charge list, values in e, 5 entries:
1 O 0.156
2 C -0.351
3 O 0.234
4 B -0.882
5 O 0.239

> What is the E_HOMO in the third record?

-8.15 eV